1.
Density functional theory data (ωB97M-V with the def2-TZVPD basis set) for a cluster of 2 separate species, C7H12N5 in total in a non-equilibrium geometry.

Geometry (Å):
H -1.77 -1.13 2.00
C 1.66 -0.50 -0.24
H 2.39 2.37 1.18
H -2.49 -1.02 -1.31
C 0.14 1.09 -0.16
H -0.29 3.20 0.06
H 2.56 -1.08 0.04
C -0.46 -0.12 -0.42
C -2.03 2.14 -0.35
N -2.57 1.01 -0.58
H -2.65 3.03 -0.20
C 2.43 1.85 0.21
H -3.21 -0.89 1.15
C -1.94 -0.25 -0.59
H 1.10 -3.21 -0.78
H 3.43 1.29 0.32
N -2.32 -1.35 1.18
H 2.53 2.63 -0.65
H -0.26 -2.64 -1.62
N 1.46 0.86 -0.07
N -0.64 2.24 -0.16
N 0.48 -1.10 -0.42
C 0.19 -2.48 -0.65
H -0.58 -2.82 0.00

net charge	+1
frontier orbital gap (alpha / beta)	7.7031 / 7.7142	eV
multiplicity	1
strongest force on any atom	4.2	eV/A
relative energy (zero: lowest compared OMol25 entry of this formula, charge and spin)	2.562	eV

---

2.
Density functional theory data (ωB97M-V with the def2-TZVPD basis set) for the molecule C25H27N3O4 in a non-equilibrium geometry.

Geometry (Å):
H 9.30 -0.46 -0.41
H -6.50 1.61 0.88
C -0.55 -2.21 -1.20
H 8.66 -2.10 -0.47
C -1.26 -3.07 -0.41
H -4.51 -0.69 2.83
C 6.39 -2.67 1.21
C -3.94 -0.83 -1.28
H 5.46 -3.09 1.59
C 5.67 1.17 -0.56
O -4.02 -0.06 -2.23
C 4.62 0.45 -0.01
H 7.76 1.20 -0.95
H -1.31 -0.41 -2.30
H -0.27 -0.46 1.68
O 1.01 3.41 -0.88
H 6.81 -3.36 0.48
H -5.21 1.97 -0.28
C -0.55 1.34 0.56
C -2.83 2.09 0.41
H 3.52 2.92 -0.04
C 6.15 -1.33 0.59
H 3.23 2.14 -1.61
H 4.04 -1.35 0.98
O 3.31 0.86 0.02
H -6.13 -0.34 2.23
N -4.65 0.78 1.35
C 7.21 -0.60 0.04
C -2.69 -1.59 -1.09
C -2.32 0.07 1.58
O -2.54 -2.70 -0.33
H -6.97 -0.46 -0.17
C -6.04 -0.01 -0.52
C 1.48 2.40 -0.41
C 8.61 -1.15 0.06
H -6.15 0.29 -1.56
C -1.49 2.27 0.13
H 7.09 -2.59 2.04
C -4.96 -1.61 0.88
N 0.82 1.44 0.27
H 0.49 -2.26 -1.44
C 6.95 0.63 -0.53
C -0.98 0.26 1.31
C 4.87 -0.80 0.56
C -5.08 -0.47 1.93
H -5.80 -2.30 0.97
H -3.51 2.85 0.07
H -4.04 -2.17 1.01
H 8.94 -1.33 1.08
H -0.97 -3.94 0.13
N -5.00 -1.01 -0.43
C 2.99 2.11 -0.54
H 5.52 2.13 -1.01
C -1.48 -1.25 -1.65
H -2.59 -0.79 2.16
C -5.63 1.20 0.36
H -1.17 3.14 -0.43
H 1.39 0.67 0.60
C -3.29 0.96 1.10

frontier orbital gap	7.9390	eV
multiplicity	1
SMILES	Cc1ccc(OCC(=O)Nc2ccc(N3CCN(C(=O)c4ccco4)CC3)cc2)cc1C
strongest force on any atom	1.4	eV/A
relative energy (zero: lowest compared OMol25 entry of this formula, charge and spin)	1.891	eV

---

3.
Density functional theory data (ωB97M-V with the def2-TZVPD basis set) for a structure of composition C5H14NP in a non-equilibrium geometry.

Geometry (Å):
H -1.44 1.79 1.17
H 0.33 -2.56 -0.72
C 0.98 1.36 -2.17
H -0.03 0.80 1.88
P -0.83 0.30 -0.48
H -2.33 -0.13 2.88
H 2.76 1.10 -0.48
H 1.23 2.35 -2.23
C -0.94 0.80 1.35
H -1.52 -1.29 1.70
C -0.70 -2.12 -0.64
H -2.69 -0.17 1.15
H -1.33 -2.27 -1.47
H 1.64 1.57 0.66
C -1.97 -0.25 1.88
N 0.70 0.76 -0.95
C 1.83 0.84 -0.08
H 1.73 0.70 -2.56
H -1.14 -2.32 0.37
H 1.97 -0.17 0.46
H 0.05 1.39 -2.75

frontier orbital gap	8.4731	eV
multiplicity	1
strongest force on any atom	3.8	eV/A
relative energy (zero: lowest compared OMol25 entry of this formula, charge and spin)	2.682	eV

---

4.
Density functional theory data (ωB97M-V with the def2-TZVPD basis set) for a structure of composition C4H8BrINO3S in a non-equilibrium geometry.

Geometry (Å):
H -1.33 -1.46 0.49
H -0.19 1.97 0.76
C -0.44 -1.35 -0.13
H -0.64 -1.79 -1.10
N 2.98 -0.28 0.13
O -2.75 0.44 -0.04
C 0.77 0.47 -1.29
H -0.88 0.61 1.65
H 0.39 -1.88 0.34
O -1.58 2.21 -1.25
C -0.07 0.92 0.99
Br 3.44 -1.87 -0.67
C -0.10 0.11 -0.28
O -1.95 0.04 -2.31
H 0.94 -0.17 -2.14
H 1.16 1.48 -1.34
H 0.89 0.77 1.50
S -1.81 0.80 -1.09
I 4.29 1.25 -0.18

net charge	-1
frontier orbital gap (alpha / beta)	5.9881 / 5.9925	eV
multiplicity	1
strongest force on any atom	1.9	eV/A
relative energy (zero: lowest compared OMol25 entry of this formula, charge and spin)	0.805	eV

---

5.
Density functional theory data (ωB97M-V with the def2-TZVPD basis set) for a cluster of 5 separate species, C41H75F9N4O6S2 in total in a non-equilibrium geometry.

Geometry (Å):
C -1.18 -0.58 -4.56
F 3.75 1.43 1.65
H -7.16 0.48 -4.16
H -1.71 -0.37 -5.49
H 6.36 3.03 0.29
H -0.81 -2.63 -5.09
H 2.07 -0.06 -4.95
C -1.55 -1.90 3.25
H -2.81 -1.73 -3.72
C 8.14 -3.29 4.97
C 7.26 -4.41 4.43
C 9.16 -2.78 3.96
C 0.86 -0.35 1.91
C 9.26 4.49 -0.99
F 5.18 -1.31 0.50
H 9.78 -2.00 4.42
H -2.16 0.83 2.07
O 0.57 -0.69 4.63
N -9.02 -0.51 1.51
H -8.12 0.87 3.02
H 0.03 -2.50 -2.79
H -5.28 0.88 3.41
H 3.72 -2.29 4.67
O -2.44 -0.57 5.21
H -5.83 2.49 -3.40
N -9.50 -0.56 -1.01
O -1.64 -2.84 4.42
C -3.02 -4.71 -0.12
C -6.70 2.14 -2.83
C -6.65 -0.86 2.55
H 4.89 -2.65 2.54
H -10.41 1.77 1.20
C 8.50 3.26 -1.50
H -0.62 0.33 -4.31
F 5.62 0.94 -0.16
C 6.24 3.81 -0.47
C -7.32 3.46 -5.60
S 0.29 -1.47 3.29
H 6.59 2.53 -2.14
N -1.74 -4.35 2.23
F 3.22 -0.86 2.82
F 4.23 -0.36 -1.61
C -2.05 -2.91 2.01
C -2.21 -0.86 -3.47
H -6.37 5.03 -4.43
H 7.90 -5.25 4.13
C 1.54 -1.00 -3.06
H 6.63 -4.79 5.24
O -3.44 -3.02 6.19
H -4.68 -1.09 4.81
C 2.56 -0.49 -4.07
H 4.87 -3.31 5.53
C 4.39 -3.14 4.56
H -2.88 0.00 -3.35
H -8.70 -1.48 1.23
H -2.95 -0.96 0.75
H 9.69 6.55 -1.40
H 2.08 -1.38 -2.18
H -4.73 0.06 1.72
H -8.76 2.68 -2.50
S -2.20 -2.15 5.88
C 7.00 3.46 -1.73
H 9.69 6.44 -3.85
C -2.79 -2.13 0.79
C 3.20 0.43 0.66
H -6.46 2.78 -5.58
H -8.73 2.02 -4.86
H -7.40 0.99 1.25
F -0.01 -0.34 0.71
H -6.05 0.08 -2.85
N -10.06 1.53 0.24
C -3.35 -3.11 -0.44
H 3.22 -1.30 -4.40
H -7.70 4.04 -2.81
H 3.79 -4.02 4.31
C -9.50 0.11 0.21
O -1.07 -2.35 6.92
H -9.89 0.10 -1.74
C -5.17 -0.13 2.79
H 0.92 -0.17 -2.70
H 7.01 -3.79 2.37
C 5.42 -2.86 3.47
C -0.22 -1.75 -4.80
C -2.29 0.83 3.24
H 8.67 -2.35 3.08
H -2.04 -6.46 1.27
H 9.24 4.73 -3.82
H -1.28 1.12 3.76
H -9.26 2.14 -0.03
H 8.64 2.44 -0.78
H -9.25 3.68 -4.68
H 10.31 4.22 -0.87
C 9.16 5.73 -1.89
C 2.44 -0.73 1.53
F 2.34 -2.05 0.80
H -6.44 2.26 -1.77
H 3.18 0.29 -3.61
H 9.82 -3.59 3.63
H -7.69 5.59 -5.47
C -4.25 -1.15 3.70
H -3.11 1.61 3.57
H -3.40 -5.51 -0.91
H -4.41 -2.27 3.37
C -6.94 0.66 -3.10
H 5.79 -4.91 2.94
H 10.82 5.24 -3.19
H -6.60 -1.76 1.79
H 7.52 -2.45 5.33
C -7.81 0.23 2.08
H 8.89 4.75 0.01
H 1.30 -2.97 -3.90
C -6.85 4.89 -5.40
C -2.64 -0.72 3.73
H 6.58 4.76 -0.04
H -6.12 5.16 -6.17
H -7.75 3.37 -6.61
C 9.76 5.52 -3.27
H 0.41 -1.51 -5.66
H 8.12 6.05 -1.99
H -6.99 -1.31 3.60
H 5.98 -1.95 3.72
H -7.77 0.29 -2.50
H -3.93 -2.72 -1.38
H -1.73 -1.03 -2.50
C -8.38 3.02 -4.59
F 2.33 1.20 -0.26
O 1.04 -2.84 3.37
H 6.83 4.23 -2.49
C 6.38 -4.03 3.23
C -7.92 3.02 -3.13
F 0.92 1.05 2.46
H 8.68 -3.66 5.85
C 4.55 -0.13 -0.15
C 0.66 -2.13 -3.60
H 8.96 2.91 -2.43
H 5.17 3.92 -0.69
C -2.21 -5.28 1.17

frontier orbital gap	8.5443	eV
multiplicity	1
SMILES	[H]/N=C(\N)NCCCC[C@@]1(C)OS(=O)(=O)O[C@]1(c1ccccn1)S(=O)(=O)C(F)(F)C(F)(F)C(F)(F)C(F)(F)F.CCCCCC.CCCCCC.CCCCCC.CCCCCC
strongest force on any atom	9.2	eV/A

---

6.
Density functional theory data (ωB97M-V with the def2-TZVPD basis set) for a cluster of 4 separate species, C33H33N4O8P in total in a non-equilibrium geometry.

Geometry (Å):
C -8.67 0.30 0.70
C 2.20 4.50 -0.96
C 1.73 5.27 -2.03
H -9.03 0.90 -1.34
H 8.33 -2.27 -0.44
H 2.19 8.38 -0.65
H 2.21 3.42 -1.04
H 4.96 1.71 1.08
H -4.04 -6.99 -1.30
C -1.51 1.02 0.79
O -5.42 -3.51 -4.30
H 7.66 0.15 -1.51
C 2.83 -2.04 0.71
C 2.67 5.12 0.20
H -0.56 1.28 -1.12
C -8.28 0.61 -0.60
O -4.95 -1.69 -3.18
H 0.47 1.56 2.00
C 2.20 -3.52 1.13
O 0.83 6.90 -4.05
P 7.08 -0.47 0.87
O 2.07 1.80 -0.05
C -6.37 -0.14 1.27
C 2.66 6.52 0.30
N -5.36 -0.57 2.26
C -7.72 -0.08 1.65
O -4.18 -0.59 1.89
H -4.93 0.14 -0.33
C 7.81 0.72 -0.49
H -2.57 0.58 1.11
C -0.15 -2.20 2.04
H 9.02 -2.43 2.75
H 7.20 -3.10 0.91
H -3.21 -5.89 0.77
H 3.02 6.99 1.21
C 4.36 -1.90 0.06
H 10.06 -2.88 1.16
H 3.04 4.52 1.02
H -3.23 -3.42 0.96
C 0.70 -3.61 1.81
C 1.94 -0.65 0.97
N 1.25 7.49 -3.04
C 5.19 -0.53 0.53
H -1.94 0.28 -1.19
C 1.73 6.67 -1.92
N -1.09 0.54 -0.61
C -5.97 0.18 -0.03
H 2.81 -4.54 1.00
C -4.52 -3.74 -2.17
O 1.30 8.72 -2.92
H -1.65 2.21 0.79
C -6.94 0.55 -0.97
H 7.13 1.69 -0.53
H -0.82 0.64 3.01
H -1.23 -2.31 2.52
C 7.90 -2.19 0.67
H 8.94 0.97 -0.25
H -4.89 -5.63 -3.18
N -5.00 -2.92 -3.30
H -9.72 0.35 0.98
C 9.26 -2.16 1.64
C -4.06 -3.11 -1.01
H 9.74 -1.07 1.65
C -0.36 0.71 1.92
H -4.06 -2.03 -0.91
O 4.83 -2.81 -0.80
C -3.58 -5.28 -0.06
H -6.64 0.80 -1.99
C -4.05 -5.90 -1.22
H 0.23 -4.64 2.12
C 2.19 7.30 -0.75
C 0.45 -0.70 1.64
C 4.37 0.73 0.73
H -8.04 -0.32 2.66
O -5.76 -0.87 3.39
C 2.71 0.76 0.50
C -3.59 -3.89 0.05
C -4.53 -5.13 -2.28
H 1.37 4.77 -2.92

frontier orbital gap	6.6539	eV
multiplicity	1
SMILES	CCP(C)C1=CC(=O)c2c(CCN)cccc2C1=O.O=[N+]([O-])c1ccccc1.O=[N+]([O-])c1ccccc1.O=[N+]([O-])c1ccccc1
strongest force on any atom	8.6	eV/A
relative energy (zero: lowest compared OMol25 entry of this formula, charge and spin)	16.910	eV

---

7.
Density functional theory data (ωB97M-V with the def2-TZVPD basis set) for the ion C5H8NO4 with charge -1 in a non-equilibrium geometry.

Geometry (Å):
H -0.09 2.69 -0.02
H 1.43 -0.57 -1.45
H -1.15 -0.18 -0.82
H -1.49 2.11 -1.31
C 0.33 -1.35 1.18
C -0.34 0.47 -0.49
O 0.56 -1.42 2.47
H -1.61 1.87 0.39
O -0.52 -2.58 -0.77
N 0.20 0.02 0.80
C -0.86 1.93 -0.35
H 0.31 0.67 -2.43
O -0.03 0.83 1.94
O 0.59 -3.80 0.67
C 0.11 -2.66 0.31
C 0.81 0.41 -1.54
H 1.54 1.23 -1.31
H 0.22 0.35 2.73

net charge	-1
frontier orbital gap	7.8569	eV
multiplicity	1
SMILES	CC(C)N(O)C(=O)C(=O)[O-]
strongest force on any atom	5.7	eV/A
relative energy (zero: lowest compared OMol25 entry of this formula, charge and spin)	1.938	eV

---

8.
Density functional theory data (ωB97M-V with the def2-TZVPD basis set) for a structure of composition C33H24Cl5N6O7SW in a non-equilibrium geometry.

Geometry (Å):
N -2.42 0.24 -2.76
C -2.24 -5.64 3.25
H 1.11 4.74 -1.27
C -2.21 2.77 -0.37
C -1.54 -0.17 -1.82
H 3.62 -0.21 -4.31
C 1.81 4.05 1.66
H -3.46 -6.18 0.16
C -1.68 -3.83 1.78
H 3.51 -1.71 -3.34
C -0.46 -1.67 -3.25
H -1.17 -3.85 3.85
H -2.94 0.08 -4.70
H -1.58 3.49 1.55
H -1.07 7.29 -0.95
C -2.22 4.40 -2.12
C -2.35 -4.50 0.75
C -1.72 3.72 0.50
H 1.79 3.57 -2.51
N -1.39 0.24 -0.54
Cl 4.89 -5.16 2.55
O -0.69 -2.27 0.21
N 0.08 -0.69 1.92
W 0.54 -0.84 -0.26
C 2.04 -2.15 0.70
H -1.69 7.02 -2.49
O 1.88 -0.90 -1.64
Cl 4.97 -2.27 3.46
O -3.80 0.66 -0.19
C 1.36 3.69 -1.49
C 3.80 -2.72 2.31
C -1.67 -4.38 3.07
H 1.21 4.68 3.66
Cl 3.18 -0.13 2.12
Cl 2.87 -6.08 0.45
C 2.98 -1.78 1.68
H -1.20 5.69 0.84
C 3.52 -0.61 -3.33
N -1.28 6.60 -1.68
H 4.33 -0.29 -2.68
O -2.24 1.14 1.64
C -2.43 3.10 -1.70
C -1.38 -1.38 -4.23
N -0.55 -1.04 -2.07
N -0.56 -1.80 2.43
O 1.14 0.87 0.18
H 0.42 -2.33 -3.38
C -0.97 -2.58 1.50
H 2.25 4.99 1.39
C 2.83 -4.44 0.93
H 0.45 3.11 -1.49
C 1.19 3.87 2.90
H -2.22 -6.09 4.24
C -2.30 -0.36 -3.95
C 2.04 -3.49 0.29
Cl 1.14 -4.01 -1.09
H -2.82 2.37 -2.38
H -0.17 0.19 3.76
H 0.24 2.59 4.28
H -2.37 -4.09 -0.28
C 1.80 3.03 0.72
C -1.70 5.36 -1.25
C -2.90 -6.32 2.23
O 1.73 0.97 -2.83
C -2.98 -5.71 0.97
C -1.54 5.01 0.09
C 0.59 1.62 2.35
C 2.28 -0.07 -2.67
C 1.13 1.86 1.08
H -2.40 4.63 -3.17
S -2.54 1.16 0.23
O 2.32 3.14 -0.53
C 3.73 -4.04 1.88
C 0.15 0.31 2.73
H -3.28 -7.32 2.36
C 0.66 2.68 3.29
H -1.41 -1.88 -5.20

net charge	+1
frontier orbital gap	5.7716	eV
multiplicity	1
strongest force on any atom	1.8	eV/A
relative energy (zero: lowest compared OMol25 entry of this formula, charge and spin)	0.000	eV